71
Properties=species:S:1:pos:R:3:forces:R:3 method="wB97M-V/def2-TZVPD" max_force_ev_per_a=3.09 multiplicity=2 homo_lumo_gap_ev="6.08 / 5.61"
H 2.492 3.012 1.336 -0.1 0.0 -0.1
C -4.029 -1.498 -0.773 0.0 -0.3 -0.1
H -2.044 3.820 3.982 -0.1 0.1 0.1
H 4.199 -0.760 1.391 0.0 0.1 0.0
H -2.004 0.371 4.927 -0.1 0.0 0.1
H 0.791 -4.246 0.505 0.0 -0.1 0.1
C -0.861 2.484 2.813 0.1 0.5 -1.3
C 3.197 0.776 -1.479 -0.3 -0.1 0.2
Tc -0.591 0.512 0.157 -2.3 0.9 1.8
N -0.558 6.235 -2.195 0.1 0.3 0.0
H 2.550 1.029 -2.310 -0.2 0.0 -0.1
C -4.048 0.010 1.253 0.0 0.0 0.2
H -0.929 4.600 2.861 0.0 0.2 0.1
C -0.874 1.260 3.378 -0.1 -1.2 -0.4
C -1.044 3.773 3.555 0.0 -0.1 0.0
H 2.816 1.807 2.583 0.0 0.0 0.0
C 3.822 -3.991 -2.058 0.0 0.0 0.0
C 2.413 -3.128 -0.281 0.3 0.0 -0.2
H -2.250 -3.948 -1.938 -0.1 0.1 0.0
F -3.643 1.180 1.762 0.0 0.3 -0.1
H -4.501 1.926 -0.637 0.0 0.0 0.0
H 2.744 -1.562 1.995 -0.1 0.1 0.0
H 5.364 -1.481 -0.429 0.1 0.1 0.0
C 4.593 -2.191 -0.693 0.0 -0.1 0.0
N 1.286 3.479 -1.620 0.0 -0.2 0.1
H -0.726 -4.745 -1.527 0.3 0.0 -0.1
C -0.995 3.724 -2.172 0.7 -0.6 0.4
H -0.277 0.446 5.250 0.1 -0.1 0.2
H 5.736 -3.051 -2.280 0.1 0.0 -0.1
H 1.892 -4.752 -1.564 -0.1 -0.1 0.0
C -4.727 0.918 -0.976 0.3 -0.2 0.1
H 2.042 2.954 -1.213 -0.1 0.1 -0.1
F -5.349 -0.117 1.547 -0.2 0.0 -0.2
S -0.673 2.686 1.093 0.0 -1.4 0.3
H 0.866 -0.942 -2.567 0.0 0.1 0.0
H 4.034 2.120 1.322 0.0 -0.1 -0.1
H -5.765 0.677 -0.763 0.0 0.0 0.0
C 0.070 2.884 -1.791 0.0 0.8 -0.2
H -1.259 1.913 5.384 0.0 0.1 0.1
S -0.668 -0.184 2.417 0.4 1.0 -1.1
C 3.234 -1.171 1.104 -0.4 0.4 0.0
H -1.974 -4.528 -0.289 -0.1 0.0 0.1
H 1.149 -2.789 1.430 0.0 0.0 0.0
C 2.968 2.056 1.533 -0.4 -0.3 -0.1
N -3.323 2.923 -2.807 -0.3 -0.1 -0.1
O -2.471 0.230 -0.533 1.8 0.8 0.2
H -0.474 -1.842 -3.295 -0.1 0.1 0.0
H 1.008 -2.699 -2.809 0.0 0.0 -0.1
C -1.507 -4.090 -1.163 -0.1 0.5 0.3
C -3.762 -0.048 -0.269 -0.9 -0.2 0.3
Sb -0.571 -2.207 -0.628 1.6 -0.5 -0.7
F -3.416 -0.944 1.951 0.1 -0.1 0.2
H 3.699 -0.161 -1.698 0.0 -0.1 0.0
F -3.378 -1.700 -1.932 -0.1 0.2 -0.3
F -5.312 -1.787 -0.984 -0.2 0.2 0.0
F -3.557 -2.457 0.053 -0.1 -0.1 0.2
C 1.120 -3.213 0.427 -0.7 0.3 0.0
C 2.649 -4.018 -1.329 0.2 0.0 0.1
O -0.008 1.622 -1.638 -0.1 -0.9 0.1
C 3.407 -2.189 0.037 0.0 -0.4 -0.2
C -2.265 3.256 -2.502 -0.5 -0.4 -0.1
H -0.309 3.878 4.350 0.0 0.0 0.1
H -4.543 0.883 -2.047 0.0 0.0 0.0
C -0.787 5.106 -2.198 0.1 0.5 -0.1
C 4.806 -3.073 -1.734 0.1 0.0 0.0
C 0.329 -1.887 -2.563 0.0 -0.3 0.3
C -1.117 0.993 4.828 0.1 0.0 0.0
H 1.349 4.482 -1.641 0.1 0.1 0.0
H 3.966 -4.683 -2.873 0.0 -0.1 -0.1
H 3.944 1.557 -1.353 0.0 0.1 0.1
Sb 2.058 0.502 0.328 1.4 0.0 0.2

83
Properties=species:S:1:pos:R:3:forces:R:3 method="wB97M-V/def2-TZVPD" max_force_ev_per_a=0.63 charge=+1 multiplicity=1 homo_lumo_gap_ev=10.34
C 3.042 6.601 2.745 0.1 -0.1 0.0
H 2.756 -7.514 -3.468 0.0 -0.1 0.0
H 2.720 -7.138 -5.910 -0.1 0.1 0.0
H 1.368 -4.124 -3.672 0.1 0.1 -0.2
C 4.192 -5.163 -3.965 0.1 -0.1 -0.2
H -3.280 -2.066 2.311 0.1 0.1 -0.2
F 4.419 -8.515 -3.884 0.1 0.0 0.0
C 5.283 6.551 2.528 -0.1 0.0 0.0
C -2.001 -2.775 -1.073 0.1 0.4 0.0
H -0.909 -3.848 -3.945 -0.1 -0.2 0.0
O -0.285 1.783 -3.806 -0.1 0.0 0.1
O -3.670 -0.393 3.415 0.1 -0.1 0.0
C -5.028 -0.888 1.646 0.1 0.0 -0.1
H -5.143 0.060 1.117 0.1 0.0 0.0
H -0.313 3.001 -2.150 0.0 0.1 0.0
C 3.717 -7.367 -3.966 0.1 0.1 -0.1
O -1.685 5.944 3.724 0.1 -0.2 -0.3
H 1.217 4.945 1.034 0.0 0.0 -0.1
H 1.052 -2.094 -1.442 0.0 0.2 0.0
H -0.560 -2.315 -3.204 0.1 0.0 -0.2
C -3.799 3.433 4.594 -0.1 0.2 0.1
H 2.123 -2.023 -2.871 -0.1 0.2 0.0
H -3.226 2.778 5.251 -0.1 -0.1 0.0
H 5.383 5.021 4.102 -0.1 0.1 0.1
H 0.128 5.140 2.424 0.1 -0.1 0.2
O -2.918 4.036 3.656 0.2 -0.1 0.1
H -1.628 -0.905 -1.838 0.3 -0.2 -0.3
O 4.074 7.058 1.987 0.0 0.2 0.1
C 0.922 -3.832 -2.724 -0.1 0.1 0.5
N -2.851 -3.416 -0.249 -0.1 0.1 0.6
H -5.356 -1.710 1.016 0.0 0.0 0.1
H 4.501 -7.113 -5.959 0.0 -0.1 0.0
H -1.397 3.424 1.550 -0.1 0.1 0.0
C 0.552 4.427 1.725 0.0 0.1 0.0
N -2.081 -4.824 -1.727 0.1 0.2 0.1
C 4.817 5.279 3.213 0.0 0.0 0.0
O -5.304 -0.269 4.979 0.1 0.1 0.1
H -4.668 4.478 6.317 0.1 0.1 0.0
H -1.871 -5.635 -2.284 0.0 -0.1 0.0
C -0.404 0.528 -3.361 0.0 0.3 0.1
C 0.420 2.525 -2.797 0.2 0.0 0.0
H 2.516 -3.050 -1.508 0.2 0.0 0.0
F -2.699 -0.406 1.359 -0.1 0.2 0.3
C -4.415 4.640 5.274 0.0 0.0 0.1
C 1.697 -2.663 -2.107 0.1 -0.4 0.0
C -0.515 -3.388 -3.043 0.0 0.0 -0.2
O -5.775 -0.859 2.858 -0.1 0.0 0.0
C 3.619 -6.834 -5.383 0.0 0.0 0.0
H 1.420 1.610 -1.072 -0.1 -0.1 0.0
C 1.252 1.448 -2.130 0.1 0.1 0.0
C 1.131 2.233 1.756 0.0 0.2 0.0
C -2.868 -4.655 -0.664 0.1 -0.4 -0.3
C -2.568 5.275 4.137 -0.3 0.0 0.1
C -0.482 3.611 0.987 0.0 -0.2 -0.1
O 0.193 2.379 0.768 -0.2 -0.1 0.1
H 5.712 7.298 3.196 0.1 0.0 0.0
O 4.440 -4.083 -3.549 -0.1 0.0 0.1
H -1.632 -1.026 -0.114 -0.4 -0.1 -0.1
H -3.442 -5.472 -0.266 -0.1 0.0 0.1
C -4.962 -0.474 3.871 -0.1 0.0 -0.2
F 6.157 6.310 1.525 -0.1 -0.1 -0.1
H 2.201 1.312 -2.650 0.0 0.0 -0.1
N -1.486 -3.624 -1.968 0.0 -0.1 -0.4
O 0.419 0.293 -2.326 0.2 0.0 0.1
O 1.289 3.393 2.409 0.0 0.1 0.0
C 0.996 -5.018 -1.768 -0.3 0.0 -0.2
C -3.611 -1.035 2.165 -0.2 -0.1 0.1
O 1.705 1.219 1.974 0.1 -0.1 -0.1
H 0.376 -5.863 -2.068 0.0 -0.2 -0.2
H 4.820 4.443 2.513 0.1 0.0 0.0
H -5.293 4.979 4.725 0.0 -0.1 0.0
N -1.698 -1.475 -1.013 0.1 -0.1 0.2
F 1.183 3.472 -3.373 -0.1 -0.1 -0.2
O -1.181 -0.291 -3.761 -0.1 0.0 -0.1
F -4.742 2.694 3.959 0.2 0.1 -0.3
O -3.375 5.613 5.157 0.0 0.0 0.1
F -0.823 4.114 -0.232 0.1 0.1 0.1
H 0.669 -4.721 -0.773 0.0 0.0 0.2
H 2.024 -5.356 -1.699 0.1 -0.1 0.1
O 3.616 -5.417 -5.163 -0.1 -0.1 -0.1
O 4.422 -6.331 -3.304 -0.2 0.0 0.2
O 3.467 5.609 3.556 0.1 -0.1 0.1
O 1.931 7.011 2.702 0.0 0.0 -0.1

64
Properties=species:S:1:pos:R:3:forces:R:3 method="wB97M-V/def2-TZVPD" max_force_ev_per_a=1.08 multiplicity=1 smiles="CN1CCN(c2ccc(S(=O)(=O)N3CCCCC3)cc2NC(=O)Cc2ccccc2F)CC1" relative_energy_kcal_mol=2.4 homo_lumo_gap_ev=8.62
F 2.060 -2.647 1.506 0.1 0.0 -0.1
C 4.043 -0.543 -0.666 0.0 -0.2 0.0
H -3.837 1.147 2.382 -0.1 0.0 0.0
H 1.936 -3.757 -0.807 -0.1 -0.1 0.0
H 0.535 1.315 4.235 0.0 0.0 -0.1
N 2.034 1.564 0.924 -0.3 0.4 -0.4
H -2.589 -0.102 -1.585 -0.1 0.0 0.0
C 3.410 -0.988 0.490 0.0 -0.4 0.0
H 4.501 -0.276 2.195 -0.1 0.1 0.0
H -1.106 -1.772 1.335 -0.1 -0.1 0.1
H -1.693 1.989 4.197 0.0 0.0 -0.1
C 3.911 -1.224 -1.863 0.1 0.1 0.0
C -1.563 -0.773 3.904 0.0 0.0 -0.1
S 0.213 -0.781 -3.257 -0.1 0.1 -0.2
H -3.522 2.180 -1.763 -0.1 0.0 -0.1
O 3.985 2.155 1.844 0.3 0.2 0.1
C 3.220 1.271 1.531 0.1 -0.3 0.2
H -1.103 -2.146 -1.097 -0.1 -0.1 0.0
C -0.520 -1.351 -0.659 0.0 -0.1 0.1
H -2.157 -1.677 3.757 0.0 0.0 0.1
C 3.148 -2.377 -1.929 0.1 0.0 0.1
C 1.007 0.469 -0.954 -0.1 0.0 0.0
H 0.122 1.730 -4.018 -0.1 0.2 -0.1
H -1.555 3.266 -2.881 0.1 0.0 0.0
H 1.967 2.515 0.581 0.1 -0.1 0.1
H -2.296 -1.521 -3.595 -0.2 0.0 -0.1
H 1.609 1.071 -1.617 0.2 0.1 0.0
N -2.080 0.259 3.024 0.0 0.0 0.2
N -1.055 0.068 -3.908 0.9 -0.6 0.2
H 3.020 -2.893 -2.866 0.0 -0.1 -0.1
C -1.600 2.183 -2.754 -0.2 0.0 -0.2
N 0.431 -0.004 2.659 0.3 -0.1 0.2
H -3.605 2.026 -3.522 -0.1 0.1 0.0
H 0.530 -1.001 4.450 0.0 -0.1 -0.1
C 0.132 1.298 3.219 -0.2 0.3 0.0
C -0.491 -1.153 0.705 0.0 0.1 -0.1
C 2.533 -2.859 -0.788 0.0 0.0 0.1
C 2.679 -2.164 0.396 0.2 0.1 -0.1
C -2.390 -0.441 -3.710 -0.5 -0.4 0.3
C -3.090 0.197 -2.507 -0.1 0.1 -0.3
C 3.496 -0.203 1.771 0.2 0.0 0.1
C 0.214 -0.524 -1.488 0.1 0.0 -0.6
H -1.426 1.849 -4.881 0.1 0.0 0.0
C -3.514 0.401 3.107 0.0 0.0 0.0
H -4.122 -0.154 -2.465 0.0 -0.1 0.0
C -0.943 1.504 -3.959 0.3 0.6 0.2
H 0.064 -2.005 3.080 0.0 0.0 0.0
H 4.632 0.361 -0.618 0.1 0.1 0.0
O 1.412 -0.197 -3.786 -0.1 0.3 0.2
O -0.048 -2.170 -3.500 -0.3 0.0 0.2
C 1.100 0.629 0.421 -0.4 -0.1 0.0
H 2.780 -0.588 2.498 0.1 0.1 0.0
H 4.391 -0.847 -2.752 0.0 0.1 -0.1
H -1.695 2.193 2.430 0.0 0.0 0.1
C 0.311 -0.162 1.285 0.1 0.1 -0.5
C -1.397 1.522 3.241 0.0 0.0 -0.1
H -1.057 1.920 -1.843 0.0 0.1 0.0
C -3.049 1.718 -2.633 0.1 -0.1 0.3
H -2.967 -0.235 -4.620 0.1 -0.1 0.0
H -3.982 -0.550 2.859 -0.1 0.0 0.0
H -3.856 0.713 4.107 0.0 0.0 0.0
C -0.083 -1.030 3.543 0.0 -0.1 0.1
H -1.655 -0.481 4.966 0.0 0.0 0.0
H 0.624 2.083 2.648 0.0 -0.1 0.2

72
Properties=species:S:1:pos:R:3:forces:R:3 method="wB97M-V/def2-TZVPD" max_force_ev_per_a=2.50 charge=+1 multiplicity=1 homo_lumo_gap_ev=7.25
H -2.674 2.054 -1.573 0.2 0.0 -0.1
C 0.128 1.556 -1.415 0.1 0.3 -0.4
C 1.544 0.895 5.781 -0.4 0.2 0.3
O -0.934 -1.053 6.733 -0.3 0.0 0.2
C 1.946 -0.682 -4.686 -1.0 0.1 0.9
H 0.654 0.034 4.025 0.0 0.1 -0.1
N 4.879 -0.402 -0.853 -0.7 -0.8 -0.8
H -2.922 0.917 -7.276 -0.2 0.0 0.1
C -4.459 1.732 -5.009 -0.5 -0.1 0.2
H 1.773 1.884 6.185 0.1 0.0 -0.2
C 3.857 -2.421 -2.589 0.1 2.0 1.5
H 6.873 -1.015 -1.497 -1.4 0.2 0.3
H 1.858 -1.718 -1.917 1.2 0.4 0.4
H 5.988 -2.850 -3.095 -0.5 0.8 0.8
H 2.936 -2.382 -5.678 -1.0 0.1 0.3
C -1.467 -2.172 6.024 0.3 -0.1 -0.4
H -1.733 3.561 -1.657 0.0 -0.1 0.1
O 1.041 -0.235 -4.052 0.6 -0.6 -0.5
H -1.173 -3.087 6.547 -0.2 0.0 0.0
H 0.743 0.485 6.395 0.1 0.0 0.0
C -2.946 -1.903 6.072 -0.5 -0.8 -0.3
H -2.683 3.164 -0.218 0.1 0.0 0.0
I 3.549 0.735 -5.170 -0.2 -0.8 -0.1
O -2.210 2.091 -5.048 -0.2 0.3 0.4
O -0.099 -1.066 0.727 0.3 0.2 -0.2
O 0.732 0.449 -0.735 -0.2 -0.4 0.2
C 2.186 1.416 3.396 0.3 -0.2 -0.2
O -4.131 2.814 -4.139 0.5 0.1 -0.1
C -0.862 2.042 -0.398 -0.5 1.0 -0.5
O 1.442 2.025 2.339 -0.3 0.2 0.0
H -0.333 1.190 -2.336 0.0 0.0 0.1
O -0.482 3.217 2.345 0.3 -0.1 0.2
H -4.818 2.144 -5.957 0.1 -0.1 0.0
C -2.988 0.241 -6.420 0.5 0.0 -0.1
C 3.186 -3.475 -3.537 0.2 0.6 0.5
C -2.807 3.076 -4.319 0.0 0.4 0.1
H -3.820 -0.448 -6.572 0.0 0.0 0.1
O 3.712 -4.506 -3.800 -0.2 0.5 0.1
H -3.676 -3.767 6.884 0.2 0.0 -0.1
O -1.249 0.819 0.251 0.9 -0.7 0.0
C -2.050 2.748 -1.004 -0.3 -0.1 0.4
H 2.422 0.255 5.886 0.0 0.0 -0.1
H 2.861 2.164 3.823 -0.1 0.0 0.1
H -1.083 -2.205 5.004 0.1 0.1 0.1
C 1.100 0.984 4.340 0.4 -0.4 1.0
H -4.852 -2.886 5.930 0.1 0.0 -0.1
H 1.072 -2.397 -5.739 1.0 0.3 0.6
H -3.247 -1.192 5.296 0.1 0.0 0.0
H -2.060 -0.336 -6.404 -0.1 0.0 0.0
C 0.283 2.489 2.896 -0.5 0.2 0.3
H -0.386 2.682 0.350 0.0 -0.2 -0.2
H -3.539 -3.746 5.111 0.0 0.1 0.0
C 5.767 -1.174 -1.571 -0.6 -1.7 -1.5
C 5.306 -2.220 -2.474 -2.0 1.1 1.0
C -3.795 -3.152 5.990 -0.4 0.1 0.3
C 2.961 -1.562 -1.791 1.8 -0.1 -0.4
O -3.088 -1.259 7.340 0.6 0.3 0.0
C 1.985 -2.206 -5.108 0.6 0.4 -1.0
H 2.773 0.576 3.024 -0.1 0.1 -0.1
O 0.123 2.012 4.155 0.1 0.2 -0.8
O -1.726 0.134 8.485 0.0 -0.2 -0.3
C -1.902 -0.647 7.608 -0.2 0.4 0.5
H 2.794 0.119 -0.353 1.1 -0.6 -0.5
H -2.974 0.351 -4.273 -0.1 0.1 0.0
H 0.872 2.311 -1.666 0.1 -0.2 0.1
C -3.145 1.012 -5.129 -0.1 -0.7 -0.7
H -5.238 1.107 -4.574 0.0 0.2 0.1
H 5.239 0.326 -0.232 0.0 -0.3 -0.3
O -2.249 4.038 -3.896 -0.1 -0.3 -0.2
O 1.909 -3.118 -3.997 1.3 0.4 0.2
C -0.203 -0.030 0.142 -0.6 0.0 0.4
C 3.505 -0.534 -0.925 -0.3 -1.9 -1.4

What is the multiplicity in the third record? 1